66
Properties=species:S:1:pos:R:3:forces:R:3 method="wB97M-V/def2-TZVPD" de_lowest_ev=0.000 smiles="CC(C)(C)OC(=O)N1CCC(NC(=O)c2nc[nH]c2C(=O)NCC(=O)OCc2ccccc2)CC1" max_force_ev_per_a=0.96 lumo_ha=0.018 total_charge=0 e_homo_ev=-9.20 gap_ha=0.35641
C 6.7325 -3.8416 -0.2388 -0.3 0.0 0.0
C 5.6977 -4.7298 0.4516 0.6 -0.3 -0.1
C 6.0649 -4.9336 1.9226 -0.3 0.1 -0.4
C 5.5685 -6.0767 -0.2584 -0.2 0.3 0.0
O 4.4151 -4.0610 0.5040 -0.1 0.1 0.1
C 3.7752 -3.7297 -0.6309 -0.2 -0.1 0.0
O 4.1822 -3.9183 -1.7555 0.3 -0.1 -0.3
N 2.5648 -3.1702 -0.3710 -0.1 0.0 0.1
C 2.1022 -2.7953 0.9452 0.2 0.2 0.4
C 2.1423 -1.2745 1.1023 -0.2 -0.1 -0.1
C 1.3283 -0.5885 -0.0051 0.4 0.4 0.1
N -0.0863 -0.8245 0.1657 0.0 -0.3 -0.1
C -0.9240 0.0436 0.7459 0.2 -0.2 -0.1
O -0.5753 1.1428 1.1716 0.1 0.2 0.1
C -2.3038 -0.4635 0.8068 -0.9 0.1 0.2
N -2.5793 -1.7212 0.3437 0.2 -0.2 -0.1
C -3.8611 -1.8972 0.5033 0.0 -0.1 0.0
N -4.4458 -0.8146 1.0507 0.0 0.2 0.1
C -3.4757 0.1219 1.2612 0.4 -0.2 -0.2
C -3.8856 1.4223 1.8349 0.2 0.2 0.2
O -5.0695 1.6443 2.0464 -0.2 -0.1 -0.1
N -2.8802 2.2631 2.1174 0.1 0.1 0.1
C -3.1306 3.6177 2.5209 -0.2 0.0 0.0
C -2.8812 4.6213 1.4008 0.0 0.2 0.5
O -2.7235 5.7999 1.5779 0.0 0.0 0.1
O -2.8683 4.0187 0.2165 0.0 -0.3 -0.4
C -2.6228 4.8197 -0.9369 0.1 0.6 -0.2
C -1.7446 4.0863 -1.9135 -0.1 -0.1 0.1
C -1.8669 4.3427 -3.2735 0.0 0.0 0.1
C -1.0490 3.6984 -4.1841 0.0 0.0 -0.1
C -0.1047 2.7858 -3.7448 0.0 0.0 -0.1
C 0.0182 2.5256 -2.3913 0.0 0.0 0.0
C -0.7937 3.1737 -1.4770 -0.1 0.1 0.1
C 1.7904 -1.0786 -1.3809 -0.1 -0.1 0.1
C 1.7934 -2.6077 -1.4559 0.2 0.1 -0.4
H 6.4570 -3.6868 -1.2782 0.1 0.0 0.0
H 7.7083 -4.3171 -0.1978 0.1 -0.1 0.1
H 6.7888 -2.8760 0.2596 0.0 0.1 0.1
H 7.0259 -5.4330 1.9991 0.1 -0.1 0.0
H 5.3094 -5.5402 2.4153 -0.1 -0.1 0.1
H 6.1223 -3.9739 2.4298 0.0 0.1 0.1
H 5.2985 -5.9259 -1.2997 0.0 -0.1 0.0
H 6.5150 -6.6077 -0.2106 0.1 -0.1 0.0
H 4.7998 -6.6794 0.2211 0.0 -0.1 0.1
H 1.0753 -3.1586 1.0682 0.0 0.0 0.1
H 2.7340 -3.2732 1.6921 -0.2 0.0 0.0
H 3.1769 -0.9340 1.0395 0.1 0.0 0.0
H 1.7442 -0.9896 2.0767 0.0 0.1 0.0
H 1.4631 0.4967 0.0784 0.0 -0.2 -0.1
H -0.4893 -1.7049 -0.1231 -0.1 0.1 0.0
H -4.3894 -2.7903 0.2356 -0.2 -0.1 0.0
H -5.4150 -0.6480 1.2814 0.0 0.0 0.0
H -1.9314 2.0032 1.8243 -0.2 -0.1 0.0
H -2.5078 3.8943 3.3761 -0.1 0.1 -0.1
H -4.1855 3.6939 2.8113 0.2 0.1 0.0
H -2.1478 5.7574 -0.6154 -0.2 -0.2 -0.1
H -3.5873 5.0650 -1.3958 0.1 0.0 0.1
H -2.6046 5.0528 -3.6190 -0.1 0.1 0.0
H -1.1513 3.9068 -5.2389 0.0 0.0 -0.1
H 0.5326 2.2808 -4.4558 0.0 0.0 -0.1
H 0.7555 1.8190 -2.0403 0.1 -0.1 0.0
H -0.6935 2.9604 -0.4239 0.0 0.0 0.1
H 2.8035 -0.7148 -1.5591 0.0 0.0 0.0
H 1.1380 -0.6786 -2.1584 0.0 0.1 0.0
H 0.7716 -2.9997 -1.4010 0.0 0.0 -0.1
H 2.2470 -2.9409 -2.3907 -0.2 0.0 0.1

=====

59
Properties=species:S:1:pos:R:3:forces:R:3 method="wB97M-V/def2-TZVPD" de_lowest_ev=0.218 smiles="CCCCCOc1ccc(C(=O)NCC2(c3ccccc3)CCOCC2)cc1" max_force_ev_per_a=0.52 lumo_ha=0.026 total_charge=0 e_homo_ev=-8.64 gap_ha=0.34339
C 8.6202 0.8036 -1.7096 -0.2 0.0 -0.1
C 7.2795 0.1112 -1.9265 0.1 -0.2 0.1
C 7.0131 -1.0198 -0.9318 -0.1 0.2 0.0
C 6.8899 -0.5801 0.5284 -0.4 0.0 -0.2
C 5.6440 0.2583 0.7985 0.5 0.1 0.2
O 4.5104 -0.5491 0.5417 -0.1 -0.2 -0.1
C 3.2751 -0.0135 0.6748 -0.3 0.0 0.0
C 3.0031 1.2889 1.0867 0.3 -0.1 0.0
C 1.6939 1.7188 1.1819 -0.3 -0.1 0.0
C 0.6299 0.8724 0.8920 0.3 0.2 -0.1
C -0.7491 1.4216 1.0033 0.0 -0.2 0.2
O -0.9951 2.6070 0.8708 0.0 0.3 -0.1
N -1.7064 0.5062 1.2952 -0.1 -0.2 0.0
C -3.1132 0.8119 1.2873 -0.1 0.1 -0.1
C -3.8264 0.2678 0.0191 0.1 0.1 0.1
C -3.4185 -1.1936 -0.1000 -0.1 0.0 -0.1
C -2.4686 -1.6254 -1.0206 -0.1 0.0 0.0
C -2.0619 -2.9490 -1.0631 0.1 -0.1 0.0
C -2.5851 -3.8720 -0.1765 0.1 -0.1 0.0
C -3.5082 -3.4526 0.7656 0.0 -0.1 0.1
C -3.9107 -2.1302 0.8067 0.0 0.0 0.0
C -5.3529 0.4401 0.1972 0.0 0.1 -0.3
C -6.0262 0.7781 -1.1294 -0.2 -0.3 0.2
O -5.6164 2.0277 -1.6424 0.0 0.1 0.0
C -4.2683 2.3477 -1.3422 0.3 0.1 0.0
C -3.3974 1.1044 -1.2026 -0.2 0.1 0.1
C 0.9064 -0.4269 0.4666 0.0 0.2 0.1
C 2.2084 -0.8607 0.3582 0.3 0.0 0.0
H 8.8055 1.5219 -2.5051 0.1 0.1 0.0
H 8.6402 1.3385 -0.7634 0.1 0.1 0.1
H 9.4286 0.0755 -1.7110 0.1 0.0 0.0
H 6.4765 0.8487 -1.8787 -0.1 0.0 -0.1
H 7.2640 -0.3158 -2.9321 -0.1 0.1 0.0
H 7.8264 -1.7456 -1.0035 0.0 -0.1 0.0
H 6.0878 -1.5262 -1.2118 0.0 -0.1 0.0
H 6.8361 -1.4718 1.1557 0.1 0.0 0.1
H 7.7660 -0.0065 0.8308 0.0 0.0 0.1
H 5.6288 1.1465 0.1546 -0.1 0.0 0.1
H 5.6397 0.5880 1.8471 -0.1 0.0 -0.1
H 3.8004 1.9726 1.3317 0.1 0.0 0.0
H 1.4741 2.7302 1.4891 0.0 0.1 0.0
H -1.4515 -0.4642 1.3802 0.1 0.1 0.0
H -3.5767 0.3824 2.1807 0.0 0.1 -0.1
H -3.1965 1.9003 1.3244 -0.1 -0.1 0.1
H -2.0208 -0.9307 -1.7133 0.0 0.1 -0.1
H -1.3260 -3.2551 -1.7924 0.1 0.0 -0.1
H -2.2700 -4.9040 -0.2113 0.0 -0.1 0.0
H -3.9135 -4.1565 1.4777 0.0 -0.1 0.1
H -4.6136 -1.8301 1.5700 -0.1 0.0 0.0
H -5.5496 1.2541 0.8981 0.0 0.0 0.1
H -5.8126 -0.4632 0.5939 0.0 0.0 0.1
H -5.8215 -0.0206 -1.8600 -0.1 0.1 0.1
H -7.1103 0.8501 -1.0018 0.1 -0.1 0.0
H -3.9150 2.9701 -2.1688 0.0 0.0 0.1
H -4.2227 2.9495 -0.4235 0.0 0.0 -0.1
H -2.3564 1.4119 -1.1072 0.1 0.0 -0.1
H -3.5079 0.5233 -2.1195 0.1 0.0 0.0
H 0.1094 -1.1014 0.1854 -0.1 -0.1 0.0
H 2.4348 -1.8610 0.0235 0.0 -0.1 0.0

=====

59
Properties=species:S:1:pos:R:3:forces:R:3 method="wB97M-V/def2-TZVPD" de_lowest_ev=0.206 smiles="CCCCCOc1ccc(C(=O)NCC2(c3ccccc3)CCOCC2)cc1" max_force_ev_per_a=0.46 lumo_ha=0.020 total_charge=0 e_homo_ev=-8.52 gap_ha=0.33334
C 2.1974 -3.0647 4.7152 -0.1 -0.3 0.0
C 2.2219 -4.5489 4.3679 0.2 0.1 -0.1
C 2.9713 -4.8540 3.0688 -0.2 0.1 0.0
C 2.3284 -4.2829 1.8050 -0.2 -0.2 0.0
C 0.9838 -4.9364 1.4772 0.3 0.0 0.3
O 0.4815 -4.5302 0.2190 -0.1 0.1 -0.3
C -0.1313 -3.3275 0.0843 -0.1 0.2 -0.1
C -0.3774 -2.4198 1.1110 0.2 -0.4 0.2
C -1.0226 -1.2251 0.8438 -0.1 0.2 -0.3
C -1.4468 -0.9146 -0.4412 0.0 -0.3 0.0
C -2.1432 0.3526 -0.7888 0.0 0.0 0.3
O -3.0089 0.4160 -1.6388 -0.1 -0.1 -0.2
N -1.7415 1.4371 -0.0677 0.1 0.2 0.4
C -2.0875 2.7748 -0.4828 -0.1 0.2 0.0
C -0.9474 3.4462 -1.2931 0.0 -0.1 -0.1
C -0.5049 2.4110 -2.3233 0.1 0.1 -0.1
C 0.6066 1.6001 -2.1215 0.0 0.1 0.0
C 0.9373 0.6003 -3.0200 0.1 -0.1 0.0
C 0.1618 0.3869 -4.1437 0.0 0.0 -0.1
C -0.9481 1.1844 -4.3576 0.0 0.0 -0.1
C -1.2785 2.1786 -3.4561 0.1 0.1 0.0
C -1.4569 4.7200 -1.9950 0.1 0.2 0.4
C -1.6996 5.8716 -1.0180 -0.2 -0.1 -0.3
O -0.5524 6.1856 -0.2658 0.1 0.1 -0.1
C -0.1333 5.0815 0.4952 0.2 -0.3 0.1
C 0.2138 3.8688 -0.3729 -0.3 0.3 0.0
C -1.2202 -1.8356 -1.4629 0.0 0.1 0.1
C -0.5630 -3.0163 -1.2093 0.1 -0.1 0.1
H 1.7294 -2.9130 5.6851 0.0 0.1 0.1
H 3.2094 -2.6679 4.7573 0.1 0.1 0.0
H 1.6373 -2.4933 3.9794 -0.1 0.1 -0.1
H 2.7188 -5.0878 5.1779 -0.1 -0.1 0.0
H 1.2007 -4.9289 4.3070 0.0 -0.1 0.1
H 3.0551 -5.9378 2.9590 0.1 0.0 0.0
H 3.9837 -4.4518 3.1505 0.1 -0.1 0.0
H 2.2031 -3.2036 1.8987 0.0 0.1 -0.1
H 2.9958 -4.4592 0.9583 0.0 0.1 0.0
H 0.2436 -4.7498 2.2628 0.0 -0.1 -0.1
H 1.1175 -6.0182 1.3815 0.0 0.1 0.1
H -0.0830 -2.6330 2.1267 0.1 -0.1 0.1
H -1.2226 -0.5487 1.6632 0.0 0.1 0.1
H -0.9216 1.3387 0.5094 0.0 -0.1 -0.1
H -2.9719 2.6728 -1.1160 0.0 0.1 0.1
H -2.3451 3.3656 0.3995 -0.1 0.0 -0.1
H 1.2344 1.7291 -1.2534 0.0 0.1 0.1
H 1.8015 -0.0200 -2.8305 0.1 -0.1 0.0
H 0.4153 -0.3978 -4.8409 0.0 -0.1 -0.1
H -1.5720 1.0241 -5.2243 -0.1 0.0 -0.1
H -2.1662 2.7618 -3.6390 -0.1 0.1 0.0
H -2.3891 4.5264 -2.5237 0.0 0.0 -0.1
H -0.7047 5.0341 -2.7221 0.0 0.0 -0.1
H -1.9533 6.7817 -1.5659 -0.1 -0.1 0.1
H -2.5338 5.6253 -0.3425 0.0 0.1 0.0
H 0.7525 5.4146 1.0415 -0.1 -0.1 0.0
H -0.9129 4.8171 1.2281 0.1 0.1 0.0
H 0.5085 3.0557 0.2924 0.1 -0.1 0.0
H 1.0694 4.1325 -0.9983 0.1 -0.1 0.0
H -1.5654 -1.5961 -2.4568 0.0 0.0 -0.1
H -0.3750 -3.7319 -1.9938 0.0 -0.1 -0.1